(1)
Computed, not measured: a structure of composition C4H13N3P, with wB97M-V/def2-TZVPD.

The value obtained for the HOMO-LUMO gap is 9.32 eV. Its total charge is +1. As for the energy above the lowest of the compared OMol25 structures with the same formula, charge and spin: 14.2 kcal/mol. As for the spin multiplicity: 1.

Geometry (Å):
1 H -3.785 -0.526 -0.622
2 H -1.873 -0.050 2.120
3 H -3.043 0.648 -1.573
4 H 2.499 -1.367 -1.651
5 H 0.129 1.099 -1.813
6 H -0.422 2.120 -0.125
7 H 1.168 1.214 1.021
8 H -1.918 -1.712 1.668
9 N 1.158 0.889 0.044
10 C -1.358 -0.745 1.483
11 H -3.182 0.889 0.196
12 H 3.930 -0.744 0.232
13 N 1.868 -0.687 -1.359
14 C -2.955 0.236 -0.570
15 C 2.086 -0.059 -0.212
16 N 3.151 -0.320 0.548
17 H 0.979 -0.586 -1.957
18 H 3.219 0.000 1.569
19 H -0.222 -0.832 1.811
20 C -0.109 1.044 -0.487
21 P -1.321 -0.513 -0.322

Here are the Löwdin charges for atoms 1 to 5, given in e: number 1, H, carries 0.073; number 2, H, carries 0.027; number 3, H, carries 0.041; number 4, H, carries 0.106; number 5, H, carries 0.166


(2)
Computed, not measured: a structure of composition C16H24O5, with wB97M-V/def2-TZVPD.

The value obtained for the HOMO-LUMO gap is 9.62 eV. As for the energy above the lowest of the compared OMol25 structures with the same formula, charge and spin: 515.5 kcal/mol. As for the spin multiplicity: 1.

Geometry (Å):
1 C 1.572 6.146 -1.890
2 C 0.032 -3.007 3.366
3 O -0.447 3.801 -2.240
4 H 2.382 2.775 -0.540
5 H -0.937 -1.864 -2.271
6 H 0.534 -2.033 3.761
7 H -2.265 4.336 -1.669
8 C 1.239 2.454 -1.182
9 H -2.227 -5.039 4.772
10 C -1.408 -4.579 3.977
11 H -0.862 -3.207 5.342
12 H 2.040 5.965 -2.841
13 H 1.502 3.723 -2.729
14 C -0.014 -0.308 -0.251
15 H 0.402 6.234 -2.345
16 O 1.420 4.937 -1.131
17 C -1.477 -2.210 -1.370
18 H 0.548 0.031 0.896
19 H -1.177 0.862 -1.181
20 C -0.452 -1.668 -0.081
21 H -1.035 4.827 -0.633
22 H -0.394 -5.072 0.634
23 H -1.684 2.936 -0.766
24 H -2.177 -1.469 -1.368
25 H -1.977 -5.951 2.424
26 C -1.436 -5.260 2.561
27 C -0.541 -4.475 1.961
28 H -1.073 -1.885 0.702
29 O -1.264 0.672 -0.243
30 C -1.285 3.995 -1.230
31 O 0.346 0.653 -2.510
32 H 1.368 -1.870 1.579
33 C 0.760 3.795 -1.726
34 C 0.195 -3.531 2.194
35 O 0.748 -2.595 -0.150
36 C 1.325 1.296 -1.931
37 C -0.718 -3.572 4.416
38 H -1.518 -3.079 -1.386
39 H 2.476 1.185 -2.253
40 C 0.917 -2.861 1.010
41 C 0.747 0.017 -1.231
42 H 1.582 6.850 -1.346
43 H 0.437 2.486 -0.274
44 H 1.530 -0.932 -1.818
45 H 2.265 -3.507 0.991

Here are the Löwdin charges for atoms 1 to 5, given in e: number 1, C, carries -0.017; number 2, C, carries -0.043; number 3, O, carries -0.060; number 4, H, carries 0.238; number 5, H, carries 0.097


(3)
Computed, not measured: a cluster of 3 separate species, C17H36N2O9P in total, with wB97M-V/def2-TZVPD.

The value obtained for the HOMO-LUMO gap is 9.50 eV. Its total charge is +1. As for the spin multiplicity: 1.

Geometry (Å):
1 H -3.381 4.424 5.226
2 O 1.375 2.424 -0.125
3 H 2.400 -1.056 -2.003
4 C 3.204 -2.731 -1.089
5 H 3.692 -1.778 0.770
6 H 0.990 -2.488 1.409
7 C 4.878 4.299 -1.362
8 H 4.312 5.022 -0.778
9 H 1.365 -5.618 -1.188
10 H 4.176 -2.302 -1.358
11 H 4.537 2.748 -2.817
12 H -5.104 4.806 5.381
13 H 2.021 -4.624 -3.114
14 O -4.954 2.263 4.521
15 O 3.076 2.638 -1.440
16 P 3.459 -4.585 -1.392
17 H -3.131 -0.234 -2.309
18 H -0.612 -1.116 -2.717
19 H -2.912 -1.893 -3.507
20 H 0.525 3.721 1.275
21 O 1.750 4.437 -1.074
22 H -0.455 -1.539 -0.063
23 C -4.280 4.234 5.810
24 H -1.241 -3.921 -3.463
25 C -0.197 -2.129 -2.750
26 H -3.474 -3.396 -2.731
27 C -3.404 1.390 1.551
28 O -4.412 1.645 2.525
29 C 2.042 3.287 -0.897
30 H 0.774 -3.332 -1.234
31 C -2.959 -1.873 -1.340
32 H 5.581 4.844 -1.993
33 H 3.373 4.078 -2.903
34 C -2.750 -2.579 -2.671
35 O -3.192 -0.544 -1.396
36 H -0.247 2.134 1.041
37 H 0.684 -0.353 -0.685
38 H 0.320 -2.210 -3.716
39 H 2.403 -2.372 -2.979
40 H -3.799 2.164 6.238
41 H 1.718 -0.904 1.371
42 O 2.977 -4.656 -2.973
43 H -2.681 0.664 1.920
44 H -0.453 3.418 -0.181
45 N 2.227 -2.066 -2.018
46 H 2.392 -6.017 0.038
47 C 1.526 -1.788 0.763
48 O -2.761 2.184 3.966
49 C 2.896 -2.425 0.392
50 H -4.109 4.585 6.828
51 C -1.332 -3.177 -2.668
52 C 3.965 3.462 -2.228
53 H -1.241 -3.718 -1.720
54 H -3.910 0.990 0.678
55 H -5.509 2.574 6.423
56 C -4.615 2.760 5.831
57 H -2.894 2.316 1.281
58 H 2.983 -3.362 0.948
59 N 2.117 -5.279 -0.599
60 C 0.229 2.974 0.542
61 C -3.931 2.048 3.706
62 C 0.582 -1.408 -0.392
63 H 5.445 3.665 -0.680
64 O -2.854 -2.423 -0.285
65 C 0.800 -2.302 -1.597

Here are the Löwdin charges for atoms 1 to 5, given in e: number 1, H, carries 0.074; number 2, O, carries -0.023; number 3, H, carries 0.187; number 4, C, carries -0.384; number 5, H, carries 0.115


(4)
Computed, not measured: a cluster of 3 separate species, C18H20N2OS in total, with wB97M-V/def2-TZVPD.

As for the SMILES: COC[C@@H](C#N)[C@@H](S)C#N.c1ccccc1.c1ccccc1. The value obtained for the HOMO-LUMO gap is 9.36 eV. As for the energy above the lowest of the compared OMol25 structures with the same formula, charge and spin: 177.4 kcal/mol. As for the spin multiplicity: 1.

Geometry (Å):
1 C -0.889 -2.547 -2.712
2 H -2.954 -1.009 3.767
3 H -1.425 2.556 -4.141
4 H -0.008 3.788 -3.904
5 C 0.416 -1.406 3.536
6 C 0.604 -2.320 4.573
7 C 0.976 2.823 0.732
8 S 0.137 1.124 0.572
9 H -1.954 -2.335 -2.667
10 H 0.974 4.276 -1.990
11 H 1.879 -2.569 -0.737
12 C 1.056 -3.237 -3.969
13 H -0.779 5.014 -1.745
14 C -0.100 -2.400 -1.571
15 H 1.601 -2.689 4.798
16 C -0.464 2.767 -3.500
17 H 1.507 -3.559 -4.903
18 H -0.342 -3.476 6.126
19 H 0.499 0.589 -0.696
20 N -2.729 3.136 1.027
21 H 1.267 -1.060 2.956
22 H -0.549 -2.069 -0.639
23 C 2.446 2.861 -0.027
24 N 3.634 2.670 -0.516
25 O -0.789 2.905 -2.072
26 H 1.188 3.066 1.880
27 C 1.844 -3.094 -2.826
28 C -1.579 3.544 0.603
29 H -1.013 -0.229 2.433
30 H 0.163 5.013 0.571
31 C -1.957 -1.376 3.993
32 C 1.265 -2.678 -1.628
33 H -2.618 -2.625 5.620
34 H 0.270 1.856 -3.599
35 H 2.909 -3.308 -2.871
36 C -0.070 4.085 -1.498
37 C -0.865 -0.937 3.244
38 C -1.768 -2.286 5.033
39 C -0.311 -2.967 -3.910
40 C -0.488 -2.762 5.320
41 C -0.056 3.949 0.137
42 H -0.927 -3.084 -4.799

Here are the Löwdin charges for atoms 1 to 5, given in e: number 1, C, carries -0.095; number 2, H, carries 0.102; number 3, H, carries 0.105; number 4, H, carries 0.105; number 5, C, carries -0.100


(5)
Computed, not measured: a structure of composition C5H9NO2, with wB97M-V/def2-TZVPD.

The value obtained for the HOMO-LUMO gap is 8.83 eV. As for the energy above the lowest of the compared OMol25 structures with the same formula, charge and spin: 89.2 kcal/mol. As for the spin multiplicity: 1.

Geometry (Å):
1 C -0.910 -1.925 -0.239
2 O 0.168 0.831 1.420
3 C -0.881 -0.600 -0.394
4 N 1.810 -0.361 0.407
5 H -0.517 -2.400 0.658
6 H 2.263 -0.698 -0.428
7 H 1.479 2.208 -0.566
8 H 1.095 0.977 -1.803
9 H -1.329 -2.593 -0.986
10 C 0.768 1.433 -0.867
11 C 0.699 0.422 0.254
12 H -0.200 1.908 -1.015
13 H 1.783 -1.014 1.177
14 H -1.598 -0.138 1.863
15 C -1.313 0.599 1.107
16 H -1.314 -0.157 -1.287
17 O -2.003 1.507 0.700

Here are the Löwdin charges for atoms 1 to 5, given in e: number 1, C, carries -0.012; number 2, O, carries -0.027; number 3, C, carries -0.122; number 4, N, carries 0.161; number 5, H, carries 0.062


(6)
Computed, not measured: a structure of composition C24H17FIrN6O7S, with wB97M-V/def2-TZVPD.

The value obtained for the HOMO-LUMO gap (spin up / spin down) is 4.77 / 5.35 eV. Its total charge is -1. As for the energy above the lowest of the compared OMol25 structures with the same formula, charge and spin: 46.7 kcal/mol. As for the spin multiplicity: 5.

Geometry (Å):
1 S -2.684 0.486 0.875
2 O 0.092 0.633 2.493
3 F -2.062 7.432 -0.362
4 H -1.581 -5.302 -0.462
5 O 0.318 8.838 -0.917
6 H -5.062 0.680 -0.511
7 H -2.135 -2.980 0.399
8 H -4.637 -0.361 -1.928
9 C 1.540 5.491 -1.316
10 C 1.024 -1.692 -1.786
11 Ir -0.544 -0.227 0.822
12 H -0.042 3.315 -2.734
13 H 4.775 -2.315 -2.217
14 N -1.110 -0.899 -0.910
15 H 1.394 3.086 -1.611
16 C 0.017 0.050 3.668
17 H 0.949 -1.943 -3.957
18 C 0.265 7.599 -0.944
19 C 0.354 3.361 -1.668
20 C 1.588 -1.913 -3.049
21 H 3.400 -2.409 -4.117
22 O -1.738 2.571 -0.839
23 C 1.816 -1.449 -0.627
24 C -1.226 -4.984 0.550
25 C 2.937 -2.136 -3.173
26 C -0.502 2.416 -0.845
27 H 0.852 -4.377 4.747
28 H 2.306 7.326 -1.067
29 C -0.213 -1.389 3.455
30 C -0.947 5.448 -1.044
31 C -0.065 -5.391 2.565
32 O 1.375 -1.109 0.581
33 H -1.783 4.761 -1.053
34 C 0.417 -3.599 4.082
35 C 3.759 -2.039 -2.041
36 N -0.647 -1.756 2.235
37 C -1.465 -3.658 0.907
38 N 1.421 6.807 -0.956
39 N -2.352 -0.798 -1.432
40 N -4.373 0.212 -1.140
41 O 0.074 0.571 4.769
42 C -0.116 -3.984 2.886
43 H -0.297 -6.907 1.077
44 O 0.195 1.544 -0.157
45 N 0.319 4.831 -1.309
46 O 2.597 4.927 -1.617
47 C 3.213 -1.584 -0.852
48 C -0.969 6.796 -0.789
49 C -0.354 -1.611 -1.758
50 H 0.650 -1.862 5.329
51 C -0.750 -3.133 1.990
52 H 3.854 -1.293 -0.065
53 C -3.154 -0.064 -0.646
54 H 0.467 -5.982 3.282
55 C -0.539 -5.861 1.391
56 H -0.943 -1.891 -2.627
57 C 0.317 -2.282 4.424

Here are the Löwdin charges for atoms 1 to 5, given in e: number 1, S, carries 0.794; number 2, O, carries -0.216; number 3, F, carries 0.084; number 4, H, carries 0.105; number 5, O, carries 0.056